{"formula": "C26H31N2O2S3SbV", "method": "wB97M-V/def2-TZVPD", "symbols": ["V", "C", "C", "N", "N", "C", "S", "S", "C", "C", "C", "C", "C", "C", "C", "C", "C", "C", "C", "C", "C", "O", "H", "H", "H", "H", "H", "H", "H", "H", "H", "H", "H", "H", "H", "H", "C", "Sb", "C", "C", "H", "H", "H", "H", "H", "H", "H", "H", "H", "C", "S", "O", "C", "C", "C", "C", "C", "C", "H", "H", "H", "H", "H", "H", "H", "H"], "xyz": [[0.1812, 1.0734, 0.0060], [0.8679, 3.8936, 1.0215], [-0.3894, 3.1224, 1.3150], [-0.2829, 2.0420, 2.0072], [-1.4669, 1.4773, 2.4761], [-1.5930, 0.2169, 2.2732], [-0.5791, -0.7901, 1.2547], [-2.9209, -0.6707, 2.9986], [-3.7541, 0.5960, 4.0025], [-4.9818, 1.1695, 3.3476], [-6.2223, 1.0368, 3.9593], [-7.3656, 1.5579, 3.3670], [-7.2759, 2.2160, 2.1518], [-6.0384, 2.3555, 1.5341], [-4.8990, 1.8380, 2.1267], [-1.6405, 3.6010, 0.6753], [-2.5354, 4.5122, 1.2135], [-3.6359, 4.9142, 0.4728], [-3.8224, 4.3992, -0.8063], [-2.9328, 3.4867, -1.3506], [-1.8257, 3.0695, -0.6098], [-0.9457, 2.1852, -1.0955], [1.7507, 3.3667, 1.3834], [0.7991, 4.8621, 1.5242], [0.9549, 4.0973, -0.0477], [-3.0116, 1.3631, 4.2178], [-4.0168, 0.1048, 4.9392], [-6.2963, 0.5170, 4.9078], [-8.3251, 1.4431, 3.8551], [-8.1657, 2.6173, 1.6837], [-5.9576, 2.8715, 0.5867], [-3.9329, 1.9516, 1.6474], [-2.3794, 4.8997, 2.2131], [-4.3471, 5.6127, 0.8918], [-4.6806, 4.7141, -1.3878], [-3.0822, 3.0813, -2.3428], [2.3301, -5.7097, 0.4417], [1.0503, -3.9877, 0.6333], [3.2747, -2.8728, -0.9839], [2.2032, -3.1571, 2.2414], [3.3775, -5.4451, 0.5785], [2.1898, -6.1815, -0.5300], [2.0483, -6.4260, 1.2152], [3.7104, -3.8629, -1.1515], [3.7719, -2.4194, -0.1179], [3.5002, -2.2616, -1.8632], [3.2611, -3.3879, 2.1199], [1.8516, -3.5834, 3.1818], [2.0569, -2.0787, 2.2792], [4.9560, 0.5521, -0.8878], [3.4054, 1.0422, -0.0927], [1.8761, -2.9156, -0.8272], [2.3589, 1.2193, -1.5306], [2.3224, 2.4165, -2.2440], [1.4894, 2.5427, -3.3446], [0.6775, 1.4902, -3.7365], [0.7067, 0.2936, -3.0361], [1.5505, 0.1444, -1.9389], [4.8396, -0.3848, -1.4272], [5.6868, 0.4220, -0.0916], [5.2927, 1.3377, -1.5607], [2.9427, 3.2431, -1.9205], [1.4583, 3.4778, -3.8883], [0.0112, 1.6060, -4.5803], [0.0746, -0.5331, -3.3322], [1.6052, -0.8163, -1.4286]], "homo_lumo_gap_ev": [7.761, 8.108], "lumo_ha": [0.0039, 0.0016], "multiplicity": 4}



{"formula": "C14H18CdIN3", "method": "wB97M-V/def2-TZVPD", "symbols": ["C", "C", "H", "H", "H", "H", "H", "H", "Cd", "C", "H", "H", "H", "I", "C", "C", "C", "C", "C", "C", "N", "N", "C", "C", "C", "C", "C", "N", "H", "H", "H", "H", "H", "H", "H", "H", "H"], "xyz": [[0.4144, -1.4536, -5.4717], [0.4144, 0.0426, -5.7997], [1.4356, -1.8420, -5.3921], [-0.1009, -2.0297, -6.2479], [-0.0915, -1.6509, -4.5202], [0.7765, 0.6345, -4.9518], [1.0603, 0.2606, -6.6572], [-0.5935, 0.3949, -6.0446], [-0.1358, -0.3394, -0.0464], [-1.0241, 0.7629, -1.5149], [-0.2744, 1.4936, -1.8458], [-1.8809, 1.2647, -1.0464], [-1.3663, 0.1802, -2.3698], [-0.5352, -2.4700, -1.4488], [-1.9975, -2.9133, 4.7059], [-1.7870, -1.5955, 5.1199], [-1.3311, -0.6402, 4.2071], [-1.0932, -0.9940, 2.8639], [-1.3209, -2.3154, 2.4557], [-1.7651, -3.2716, 3.3751], [-0.5373, -0.0617, 1.9438], [0.0124, 0.9856, 2.3548], [0.8685, 1.7279, 1.4831], [1.5094, 2.8858, 1.9295], [2.3944, 3.5456, 1.0707], [2.6397, 3.0373, -0.2098], [1.9833, 1.8739, -0.6235], [1.1177, 1.2579, 0.2272], [-2.3328, -3.6558, 5.4173], [-1.9613, -1.3192, 6.1510], [-1.1523, 0.3697, 4.5550], [-1.1187, -2.6142, 1.4422], [-1.9152, -4.2962, 3.0596], [1.3296, 3.2673, 2.9265], [2.8926, 4.4493, 1.3986], [3.3224, 3.5462, -0.8781], [2.1424, 1.4809, -1.6184]], "homo_lumo_gap_ev": [5.397, 4.658], "lumo_ha": [-0.0628, -0.0732], "multiplicity": 1}



{"formula": "C4H10N2O2", "method": "wB97M-V/def2-TZVPD", "symbols": ["C", "C", "C", "N", "C", "N", "O", "O", "H", "H", "H", "H", "H", "H", "H", "H", "H", "H"], "xyz": [[-0.1994, -0.3472, 0.5907], [0.8645, -0.5853, 1.6266], [-0.8385, -1.6118, 0.0778], [0.9036, 1.6209, -0.5908], [-0.2930, 0.8851, -0.2396], [-1.1751, 0.8523, -1.3760], [1.6859, 0.8050, -1.4872], [-0.8783, 1.0181, 0.9855], [1.2576, 0.9275, -2.3426], [1.4938, 1.7714, 0.2216], [-1.0808, 1.6861, -1.9436], [-2.1382, 0.7731, -1.0731], [-1.6701, -1.9071, 0.7148], [1.2657, 0.3561, 1.9986], [0.3963, -1.0743, 2.4787], [1.6664, -1.2142, 1.2433], [-1.1742, -1.5599, -0.9610], [-0.0864, -2.3960, 0.0764]], "homo_lumo_gap_ev": 9.922, "lumo_ha": 0.0341, "multiplicity": 1, "smiles": "CC1(C)O[C@@]1(N)NO"}



{"formula": "C6H7N4", "method": "wB97M-V/def2-TZVPD", "symbols": ["C", "C", "C", "C", "C", "C", "N", "N", "N", "N", "H", "H", "H", "H", "H", "H", "H"], "xyz": [[-1.2747, 0.7276, 1.0189], [-0.2747, -1.4969, -1.2810], [1.0749, 0.6816, 0.5439], [1.5641, -0.1374, -0.4396], [1.8825, -1.7777, -2.1063], [-2.3995, 1.4844, 1.5833], [-1.5770, -0.5318, 0.5001], [-0.9030, -1.0491, -0.3442], [-0.0663, 1.1517, 1.1106], [1.0702, -1.1634, -1.3093], [1.9022, 1.2191, 1.0102], [2.6268, -0.0182, -0.6130], [2.9309, -1.5235, -2.1320], [1.5094, -2.5641, -2.7431], [-3.2204, 1.5380, 0.8714], [-2.7786, 0.9792, 2.4716], [-2.0668, 2.4804, 1.8585]], "homo_lumo_gap_ev": [7.460, 7.460], "lumo_ha": [-0.2257, -0.2257], "multiplicity": 1, "charge": 1}



| no. | DFT total energy (eV) |
| --- | --- |
| 1 | -99270.4666 |
| 2 | -31942.4340 |
| 3 | -11382.5569 |
| 4 | -12282.8314 |